Record 1
80
Properties=species:S:1:pos:R:3:forces:R:3 method="wB97M-V/def2-TZVPD" e_lumo_ev="-6.207 / -5.489" multiplicity=5 homo_energy_ev="-12.238 / -12.238" s2=6.004 homo_lumo_gap_ev="6.0 / 6.7" charge=+1
H -4.253 0.682 -1.259 -0.01 -0.87 -0.43
F -1.155 -0.307 2.220 -1.42 -0.88 1.00
C -5.063 1.934 1.252 -0.26 0.55 -0.71
H -3.037 -3.575 -0.331 -0.11 0.82 -0.42
H -5.345 -3.257 -3.725 0.12 1.00 0.16
C -0.784 3.582 -0.350 -0.57 -0.47 -1.24
H 3.384 0.388 1.123 -0.23 0.72 -1.05
H -4.331 -3.627 -5.090 0.44 0.55 -0.03
H -3.733 1.100 2.496 0.85 -0.01 -0.03
C 1.154 -0.807 -1.980 -0.94 -0.77 -0.77
C -3.723 1.982 1.856 -0.48 0.26 0.20
H 4.637 0.764 2.122 0.86 -0.45 0.03
O 0.651 6.244 -2.125 -1.07 -4.34 1.97
H -3.871 -4.088 -3.462 0.27 0.06 0.01
C 2.241 -4.462 0.603 2.50 -0.45 -0.02
H 1.572 0.891 -3.174 0.19 -0.25 -0.18
H 2.791 -0.316 7.782 0.23 1.48 -0.16
O 1.461 0.928 6.616 0.93 -0.05 0.45
O 0.352 2.337 5.500 0.27 0.64 -0.73
H 4.866 -0.380 0.669 0.33 -0.04 0.54
H -2.179 -1.970 0.024 -0.32 -0.17 -0.30
C -3.351 0.705 -1.872 1.94 2.10 0.85
O 0.799 0.366 4.527 0.44 -1.62 -1.70
H -1.484 3.533 -1.184 0.22 -0.31 -0.47
C 0.054 -3.488 0.543 -1.09 -0.83 -0.99
O 0.966 -4.308 0.078 -1.97 0.75 -0.07
F 2.765 -4.824 -3.427 0.75 -0.77 0.43
H 1.076 1.322 -1.621 -0.04 -0.33 0.42
N 5.342 2.557 -0.380 -0.13 -1.06 0.80
C 2.692 -2.560 -2.897 1.40 3.58 3.77
C 5.016 1.662 0.278 -0.99 0.77 -0.72
H 0.101 -0.790 -2.264 -0.12 0.03 0.49
O 0.731 3.966 -2.280 0.38 -2.26 -0.47
C 0.964 1.184 5.425 -2.30 0.08 2.06
C 1.678 0.574 -2.136 0.72 0.81 -0.52
H -1.502 3.645 0.467 0.95 0.17 0.64
H 1.252 -1.239 -0.984 0.34 -0.10 -0.13
N -6.090 1.857 0.731 0.79 0.01 0.50
H 2.914 -3.645 0.343 -0.36 0.49 0.27
C 0.429 5.081 -1.682 1.65 4.52 -1.42
H -2.405 0.564 -1.350 -0.50 0.29 1.16
C -2.277 -3.035 0.234 -1.18 0.12 -0.79
H 1.638 -1.148 7.024 -0.69 0.05 -0.81
H 0.283 2.948 3.486 0.28 0.04 0.26
H -2.664 -3.147 1.247 1.13 -0.41 0.53
H 1.300 3.039 -4.070 -1.00 -0.35 0.58
H -2.915 2.072 1.130 -0.20 -0.86 -0.26
H 2.317 -4.745 1.653 -0.54 0.32 0.09
C 1.456 3.925 -3.454 0.75 0.55 -2.97
O -1.092 -3.714 -0.219 3.02 1.03 3.44
C -3.639 -1.356 -2.798 -4.01 -1.68 0.57
H 1.176 4.754 -4.103 0.15 0.19 0.14
O -4.393 -1.725 -1.853 3.02 1.12 -2.37
F -0.648 0.184 0.001 -0.22 -0.82 0.46
H 2.723 0.696 -1.853 -0.01 -0.05 0.04
C 2.243 -0.260 6.842 -0.04 -0.94 -0.56
O 3.562 -2.370 -1.981 -3.43 -1.48 -3.66
F 0.955 -0.055 1.641 1.88 -1.61 0.36
H 2.886 -0.373 5.969 0.20 -0.33 0.34
F 1.680 -3.642 -4.767 0.48 0.61 -0.81
H 2.694 -5.283 0.047 -0.35 -0.18 0.00
O 0.220 -2.690 1.506 -0.49 -0.89 -0.50
B -0.348 0.384 1.328 0.28 1.74 -2.51
O 1.590 -1.751 -3.027 1.79 -1.67 0.06
C -4.307 -3.285 -4.056 0.20 -0.92 0.41
H -1.131 2.143 4.002 -0.19 0.02 0.50
H -3.258 1.716 -2.268 -0.25 0.04 -0.19
O -3.494 -2.089 -3.937 -0.27 0.52 0.77
F -0.277 1.691 1.579 -0.78 1.66 0.96
H 2.545 3.880 -3.414 0.11 0.61 1.13
F 3.878 -3.456 -4.674 1.23 -0.03 -1.46
C 2.789 -3.635 -4.028 -2.33 0.33 2.37
O -3.128 -0.136 -2.963 -1.01 -2.19 -0.94
H -3.527 2.873 2.454 -0.69 0.02 0.30
C -0.379 2.852 4.347 0.43 -0.41 -1.09
H -0.792 3.842 4.539 0.12 -0.38 0.67
H -0.089 2.743 -0.377 -0.69 -0.10 0.38
C 4.460 0.549 1.069 0.14 0.04 0.31
Cr 0.395 -1.351 3.145 0.42 0.43 -0.31
O -0.014 4.751 -0.483 -0.90 2.18 1.35



Record 2
64
Properties=species:S:1:pos:R:3:forces:R:3 method="wB97M-V/def2-TZVPD" e_lumo_ev="0.215 / 0.217" multiplicity=4 homo_energy_ev="-6.505 / -7.586" s2=3.772 homo_lumo_gap_ev="6.7 / 7.8" e_above_lowest_kcal_mol=4.9
C -0.167 -1.124 -0.741 0.42 -0.91 -0.52
H -0.124 0.226 2.730 -0.07 0.11 -0.50
H -2.720 -0.908 -1.871 -0.30 0.33 0.07
H -3.927 1.204 3.164 -0.14 0.04 0.06
H -1.426 -4.269 -1.364 0.05 -0.47 -0.33
H -2.925 -3.185 0.052 0.06 0.36 0.08
H 1.680 2.900 -2.292 0.05 -0.36 0.02
C 3.921 0.241 -2.623 1.19 1.23 0.21
H 0.033 4.181 3.827 0.97 0.64 0.19
F -2.571 3.015 -1.489 0.49 -0.64 -0.40
C -0.388 2.944 2.167 0.73 -0.37 -0.03
C 0.831 -0.960 0.295 -0.37 -0.35 0.65
C 0.900 -1.463 1.766 0.39 0.40 -0.52
B -1.501 2.145 -1.777 0.31 0.32 0.50
H -1.700 -1.740 -3.039 -0.23 -0.07 0.73
C 2.212 -0.967 2.451 -0.50 -1.01 0.18
C -0.267 -0.845 2.574 0.57 -0.23 -0.50
C 1.824 -0.129 -0.243 0.69 -0.04 -0.23
H 1.226 -3.234 2.933 -0.27 -0.12 -0.34
H -2.944 -2.642 -2.206 -0.14 0.02 0.19
C -0.603 -3.580 -1.224 -0.12 1.22 0.92
N -1.572 2.309 2.029 -2.21 -0.28 -0.16
H -4.369 2.555 2.075 0.22 -0.21 1.20
H 4.441 0.255 -1.609 -0.79 -0.07 -1.18
H -2.158 0.513 1.486 -0.42 0.15 -0.38
H 2.709 0.139 0.288 0.34 0.34 0.26
H 3.921 -0.775 -3.027 -0.05 0.12 0.14
V -0.158 1.063 -0.245 0.17 -0.10 -1.42
C 1.600 0.156 -1.620 -0.08 -0.47 0.04
C -1.273 -2.185 -0.914 0.36 -0.55 0.76
N -1.860 3.517 3.782 0.27 0.96 1.45
C 2.614 2.343 -2.133 -0.19 0.04 -0.21
H -0.265 -1.225 3.565 -0.11 -0.75 1.07
H -0.008 -3.545 1.668 0.52 0.43 0.11
H 2.509 1.537 -4.699 -0.04 -0.08 0.24
H 3.378 2.856 -2.687 0.50 0.36 -0.41
H 2.084 -0.142 -4.494 0.07 -0.45 -0.06
F -1.254 2.046 -3.097 -0.49 0.33 -0.08
C -2.474 2.727 3.002 0.47 -0.36 -0.49
H 1.730 -3.424 1.264 -0.02 0.01 -0.18
H -4.412 2.761 3.928 0.43 -0.25 -0.77
H 4.535 0.911 -3.307 -0.42 -0.98 0.71
H 0.876 1.089 -4.153 0.75 0.01 0.40
C 2.525 0.876 -2.607 -0.99 0.31 0.52
H -2.512 1.812 0.311 -0.05 -0.39 0.49
H -0.076 -0.474 -2.847 -0.45 0.06 -0.88
H 2.874 2.449 -1.081 0.04 -0.26 0.14
H 0.007 -3.920 -0.362 -0.30 0.20 -0.68
N -1.927 1.400 1.049 1.10 0.09 -0.31
C -2.217 -1.844 -2.055 0.74 -0.06 -1.38
C 0.399 -0.485 -1.908 -0.64 -0.16 0.97
H 0.028 -3.464 -2.107 -0.09 -0.29 0.00
C -3.891 2.291 3.066 -0.34 0.34 -0.71
S 0.933 2.801 1.143 -0.16 0.29 0.37
N -0.579 3.615 3.306 -1.16 -0.10 -0.13
C 0.938 -3.015 1.889 -0.28 0.34 0.57
C 1.957 0.837 -4.056 -0.36 0.47 0.20
H -2.807 -1.448 0.449 -0.04 -0.13 0.02
H 2.168 -1.327 3.488 0.08 0.21 -0.09
C -2.227 -2.368 0.298 0.03 -0.22 -0.33
H 3.135 -1.376 2.028 -0.25 -0.05 -0.20
H 2.290 0.100 2.460 -0.04 0.72 -0.01
H -1.767 -2.647 1.242 0.16 -0.01 -0.17
H -1.209 -1.106 2.100 -0.06 0.33 0.18



Record 3
63
Properties=species:S:1:pos:R:3:forces:R:3 method="wB97M-V/def2-TZVPD" e_lumo_ev=0.238 multiplicity=1 smiles="CCOCCOC[C@@H](CB(O)O)OC(=O)CCCCCOC.c1ccccc1" homo_energy_ev=-9.337 homo_lumo_gap_ev=9.6 e_above_lowest_kcal_mol=0.0
O 5.296 -3.129 1.284 -0.29 0.26 0.01
B 0.884 0.793 -0.534 0.34 -0.07 0.43
H 3.467 -2.404 1.912 -0.05 0.30 -0.05
H 5.397 -1.162 1.924 -0.20 0.05 -0.02
C -2.080 1.127 1.754 -0.47 -0.24 -0.38
H 2.092 1.717 0.650 0.36 0.05 -0.46
C 0.958 -3.014 0.735 -0.13 -0.18 -0.43
H -3.255 2.851 1.386 -0.41 -0.01 -0.50
O -0.903 -1.550 0.096 0.24 1.59 -0.75
O -0.227 1.011 -1.285 -0.48 0.37 -0.12
C -5.883 -1.139 -3.317 -0.01 0.00 -0.01
H -2.342 0.147 -2.484 0.02 -0.03 -0.11
C -3.336 -0.215 -2.719 0.04 0.02 0.03
H 8.042 -1.672 2.288 0.34 -0.24 -0.04
H -2.169 5.152 0.503 0.00 0.13 -0.16
H 0.779 4.335 -2.024 0.04 -0.07 -0.15
H -0.477 5.401 0.956 0.04 0.20 -0.16
H 0.108 -3.675 0.569 -0.11 0.02 0.00
H 1.121 5.075 -0.470 -0.04 -0.12 0.16
C -4.234 0.610 -3.383 -0.02 0.03 0.01
C 0.450 -1.554 0.618 0.45 -0.82 0.50
H 2.251 -0.473 0.586 0.26 -0.18 0.05
C -3.708 -1.503 -2.358 0.00 -0.03 0.03
H -6.878 -1.498 -3.548 0.01 0.00 -0.01
H 0.389 -1.205 1.648 -0.19 0.13 0.09
H 0.138 5.942 -1.652 -0.15 0.07 0.01
H -3.641 -0.410 1.541 -0.31 0.12 0.07
H 5.961 -2.359 3.059 0.22 -0.07 0.06
O 1.971 -3.356 -0.203 0.06 -0.02 0.24
H 1.304 -3.198 1.750 0.12 0.05 0.15
H 1.841 -1.087 -1.002 -0.03 -0.22 -0.05
C -5.508 0.148 -3.680 -0.01 -0.01 0.00
H -2.538 1.223 2.735 0.21 -0.12 0.25
H -5.272 -2.971 -2.383 0.00 0.01 0.00
C -1.861 -1.338 1.055 0.00 1.86 -1.47
C 3.960 -2.738 0.994 0.44 -0.62 -0.23
H -6.211 0.791 -4.196 0.01 -0.01 0.00
H 4.000 -1.956 0.238 -0.20 0.37 0.08
C -1.179 4.683 0.526 -0.05 -0.16 0.53
H -2.959 0.127 0.007 -0.18 0.25 0.03
C -1.261 3.500 1.480 -0.68 0.15 -0.10
H -1.032 0.707 -0.847 0.19 -0.38 -0.40
C 3.154 -3.880 0.395 -0.24 0.12 0.07
O 1.625 1.894 -0.175 -0.17 0.28 0.36
C 5.965 -2.089 2.001 -0.03 -0.23 -0.16
C 0.356 4.953 -1.240 0.22 -0.02 -0.30
H -2.307 2.374 -0.053 0.00 -0.08 -0.19
C 7.365 -1.816 1.452 -0.33 0.46 0.32
C 1.426 -0.632 -0.103 -0.83 0.30 0.01
H -3.940 1.612 -3.667 0.01 -0.01 0.01
H -0.294 3.049 1.682 0.26 -0.06 -0.31
H 2.889 -4.623 1.149 0.05 -0.08 0.14
H 3.708 -4.395 -0.380 0.16 0.07 -0.21
C -2.305 2.467 1.027 0.74 -0.13 0.96
H 7.715 -2.572 0.760 0.04 -0.30 0.17
H -3.005 -2.145 -1.842 0.02 0.01 -0.02
C -2.733 -0.088 1.055 0.65 -0.26 -1.17
C -4.982 -1.966 -2.660 -0.01 0.00 0.02
O -0.797 4.297 -0.773 0.06 0.07 0.24
O -2.014 -2.134 1.885 -0.33 -2.85 3.07
H 7.355 -0.868 0.921 0.05 0.05 -0.24
H -1.614 3.907 2.431 0.15 0.04 0.19
H -1.023 0.917 1.923 0.19 0.20 -0.11